1.
Density functional theory data (the ωB97M-V functional and the def2-TZVPD basis) for a gas-phase ion, C5H8N3 (charge +1).

```
16
C5H8N3 the ωB97M-V functional and the def2-TZVPD basis
C 1.94981 -0.99620 -0.10773
C 0.78059 -1.51049 0.17917
C 2.05998 0.42561 -0.22987
C -0.35279 -0.61115 0.05505
C -1.21269 1.74569 -0.02985
N 1.01565 1.21542 -0.11949
N -0.17213 0.68958 0.00686
N -1.63899 -1.36629 -0.04356
H 2.91196 -1.56844 -0.04924
H 0.49562 -2.53916 0.01512
H 3.04497 0.93689 -0.18290
H -1.77287 1.77016 -0.89053
H -1.86530 1.52718 0.85413
H -0.80684 2.74760 0.19473
H -2.12899 -1.81024 0.72842
H -2.30796 -0.65616 -0.38031
```

Summary:
**Energy relative to the best compared isomer or geometry (same formula, charge and spin)**: 1.9893 eV
**2S+1**: 1
**E_LUMO**: -4.59 eV
**SMILES string**: Cn1ncccc1=[NH2+]
**Charge**: +1
**Orbital gap**: 10.17 eV
**E**: -359.281691 a.u.

Mulliken population analysis, charges in e, atoms 1 to 4: -0.20 -0.54 -0.18 0.63

2.
Density functional theory data (the ωB97M-V functional and the def2-TZVPD basis) for 2 unconnected molecules or ions with the total composition C5H8N3O2.

```
18
C5H8N3O2 the ωB97M-V functional and the def2-TZVPD basis
C -1.31460 -1.22515 1.59285
C -1.58943 -0.06773 0.74733
C -0.09171 -1.75250 1.73759
C -1.10603 1.60273 -0.78366
C 1.79453 -0.60236 -1.43325
N -0.77924 0.41539 -0.10894
N 2.10608 0.14596 -0.34552
N 1.71314 0.50384 0.65847
O 0.99892 -2.14196 1.71477
O 1.63446 1.09062 1.65665
H -2.20707 -1.72051 1.86976
H -2.49197 0.44197 1.04256
H -2.11119 1.51017 -1.36881
H -1.29560 2.39350 -0.04183
H -0.34713 1.90410 -1.58655
H 2.61574 -0.48151 -2.20837
H 1.70516 -1.74866 -1.23426
H 0.76594 -0.26793 -1.90881
```

Summary:
**Energy relative to the best compared isomer or geometry (same formula, charge and spin)**: 6.3657 eV
**2S+1**: 1
**E_LUMO**: -5.85 eV
**Charge**: +1
**Orbital gap**: 7.05 eV
**E**: -509.597604 a.u.

Mulliken population analysis, charges in e, atoms 1 to 4: -0.80 0.01 0.61 -0.98

3.
Density functional theory data (the ωB97M-V functional and the def2-TZVPD basis) for a gas-phase ion, C5H8N3O3 (charge +1).

```
19
C5H8N3O3 the ωB97M-V functional and the def2-TZVPD basis
C -1.89708 0.62990 -0.15648
C -2.16782 -0.69433 -0.08087
C 1.26289 -0.77195 0.22713
C 0.15350 1.96874 0.56803
C 3.49821 -0.38047 -0.32171
N 0.01263 -0.39495 0.47701
N -0.50545 0.82905 0.16588
N -3.29414 -1.47437 -0.12832
O -1.00236 -1.35211 0.43193
O -0.62450 2.96949 0.16992
O 2.17025 0.11649 0.07217
H -2.57254 1.43296 -0.62023
H 1.48081 -1.78636 0.47364
H 3.40582 -0.17682 -1.42194
H 3.63391 -1.33705 0.24350
H 4.33492 0.22088 0.16085
H -4.21597 -1.15754 -0.40833
H -3.33178 -2.53519 -0.20107
H -0.34132 3.89363 0.34889
```

Summary:
**Energy relative to the best compared isomer or geometry (same formula, charge and spin)**: 3.6620 eV
**2S+1**: 3
**Expectation value of S²**: 2.01
**E_LUMO (alpha / beta)**: -2.93 / -6.49 eV
**Charge**: +1
**Orbital gap (alpha / beta)**: 6.75 / 6.80 eV
**E**: -584.740995 a.u.

Mulliken population analysis, charges in e, atoms 1 to 4: -0.07 0.27 -0.14 -0.18

4.
Density functional theory data (the ωB97M-V functional and the def2-TZVPD basis) for 2 unconnected molecules or ions with the total composition C5H8N3O3P.

```
20
C5H8N3O3P the ωB97M-V functional and the def2-TZVPD basis
C -0.54884 2.85346 0.66418
C 0.15660 0.89941 0.56245
C -1.54743 -1.01483 -1.10630
C -1.07496 -1.59095 0.18611
C 0.49323 -0.42993 0.89603
N -0.25486 1.82324 1.48010
N -0.39827 2.58095 -0.59488
N 0.08554 1.35267 -0.67621
O 2.58951 -2.26355 0.21271
O 1.96514 -0.36608 -1.34293
O 3.15832 0.10957 0.86015
P 2.18608 -0.83833 0.22431
H -0.86668 3.91477 1.02073
H -0.83444 -0.46222 -1.62668
H -1.88455 -1.75197 -1.73155
H -2.35676 -0.28368 -0.73434
H -0.77735 -2.63210 0.02934
H -1.69917 -1.44550 0.98918
H 0.45489 -0.60428 1.97016
H 1.15399 0.14936 -1.28257
```

Summary:
**Energy relative to the best compared isomer or geometry (same formula, charge and spin)**: 2.5672 eV
**2S+1**: 1
**E_LUMO**: 6.44 eV
**Charge**: -2
**Orbital gap**: 7.21 eV
**E**: -926.702231 a.u.

Mulliken population analysis, charges in e, atoms 1 to 4: 0.02 0.87 -0.92 -0.73